Here is a molecular structure, C28H31N4PdSe from the OMol25 dataset. Energies are from ωB97M-V/def2-TZVPD.

```
65
Properties=species:S:1:pos:R:3:forces:R:3:nbo_charge:R:1
H -3.560904 -1.653765 -0.800264 0.0032 -0.0025 0.0120 0.200
H -1.392151 2.880497 -3.631648 -0.0148 -0.0130 0.0105 0.190
H 1.875008 1.957232 -2.109506 -0.0087 0.0028 0.0080 0.239
C 2.273195 2.926207 -1.800836 0.0282 -0.0201 -0.0224 -0.418
C 2.317796 3.382484 2.423620 0.0400 0.0178 0.0335 -0.368
H 1.678801 4.909905 5.428411 -0.0020 -0.0006 0.0013 0.197
H -1.364807 2.412530 4.037957 0.0093 0.0007 -0.0214 0.198
H 3.205891 2.296049 0.003950 0.0031 -0.0002 -0.0192 0.220
C 2.393854 2.969687 -0.290772 -0.0004 0.0364 0.0262 -0.247
H -2.737672 -1.318903 2.369630 -0.0074 -0.0005 -0.0101 0.202
H 3.386908 4.436649 3.855641 0.0030 0.0013 -0.0042 0.196
H -0.481820 3.966503 5.409957 -0.0002 0.0027 0.0076 0.194
N -0.479003 1.168790 1.892233 0.1132 -0.1095 0.1492 -0.545
H -0.727612 -0.392309 3.223023 -0.0034 -0.0091 0.0081 0.188
Se 2.191679 -0.686327 -0.580671 0.0915 -0.0377 0.0674 -0.488
C -1.510773 -1.285335 0.591262 -0.0039 0.0909 -0.0903 -0.252
C -0.036001 3.876132 -2.288732 0.0396 -0.0265 -0.0286 -0.401
Pd -0.089445 1.112876 -0.158999 -0.3134 -0.0210 -0.1076 0.905
C -4.013560 -1.514161 -2.822476 0.0226 0.0132 0.0072 -0.137
H 1.764431 5.015687 -1.916280 0.0003 0.0038 -0.0009 0.190
H 3.247400 3.333196 1.876466 -0.0012 0.0009 -0.0062 0.214
H 3.737515 0.240806 -5.280524 -0.0010 0.0024 0.0021 0.193
C 2.962341 -0.220676 -4.677679 0.0074 -0.0013 -0.0063 -0.242
H 0.242083 -1.863823 -2.508267 -0.0018 0.0121 0.0138 0.213
C 2.402965 4.032538 3.633459 -0.0165 -0.0120 -0.0197 -0.139
C 1.203125 2.792418 1.747500 -0.0945 -0.0809 -0.0743 0.330
C -2.936963 -0.258160 -4.648227 0.0170 0.0095 0.0234 -0.126
H 3.295408 2.960908 -2.189269 -0.0017 0.0091 -0.0073 0.206
C -3.228297 -1.206656 -1.726606 0.0052 0.0224 -0.0504 -0.378
C 1.875764 -0.831023 -5.294357 -0.0051 0.0076 -0.0140 -0.277
C 1.423412 4.271945 4.591649 -0.0109 0.0022 0.0178 -0.351
C -0.389305 2.761146 3.723805 -0.1653 -0.2985 0.0773 -0.358
H -3.044560 0.041878 1.293316 0.0014 -0.0156 -0.0146 0.205
C 1.008588 -1.397397 -3.115264 -0.0101 -0.0029 -0.0997 -0.271
H -0.337239 3.787143 -1.243161 -0.0062 0.0051 0.0017 0.225
C -1.357306 0.272585 2.616766 -0.1298 0.0099 0.0070 -0.219
H 2.673673 3.988917 0.003725 0.0073 -0.0079 0.0111 0.179
N -0.836251 1.524450 -2.153400 0.0941 -0.0176 -0.0626 -0.533
C -2.067096 -0.396347 -1.605407 -0.0122 -0.0536 0.0879 0.325
N 1.202218 2.570546 0.456468 0.0871 0.0243 0.0346 -0.516
H -2.947802 -0.125401 -5.726911 -0.0009 -0.0024 -0.0014 0.196
H 3.913832 0.287069 -2.821430 0.0027 0.0050 -0.0128 0.200
C 2.086721 -0.773601 -2.475753 -0.0535 -0.0068 -0.0268 -0.181
C 0.901889 -1.422379 -4.499835 0.0080 0.0030 0.0870 -0.205
C -1.976387 0.487041 -4.003828 0.0120 0.0132 -0.0066 -0.352
H -4.845704 -2.176686 -2.599451 0.0013 -0.0021 0.0046 0.195
H 0.265976 2.316303 -3.760965 0.0130 -0.0119 0.0021 0.194
H -0.510313 -1.589167 0.913293 -0.0107 0.0026 0.0080 0.235
N -1.327454 -0.381096 -0.525840 0.0353 -0.0316 0.0704 -0.490
C 3.065994 -0.193853 -3.294912 -0.0252 -0.0082 0.0297 -0.210
H -2.037757 -2.188276 0.282669 0.0016 -0.0050 -0.0092 0.194
H -1.345020 1.061542 -4.666933 0.0143 0.0142 0.0275 0.215
H -2.010394 0.802229 3.316055 0.0206 0.0281 -0.0176 0.180
C -2.253763 -0.578893 1.724911 0.0287 -0.0356 0.0186 -0.407
H -0.546804 4.753660 -2.694837 0.0019 0.0006 -0.0041 0.194
H 1.726761 4.181268 -3.459631 -0.0011 -0.0086 0.0006 0.191
C 1.471917 4.076373 -2.399210 -0.0398 -0.0144 0.0273 -0.392
C 0.069431 2.187859 2.505666 0.2506 0.4943 -0.1466 0.227
C -1.626557 0.592003 -2.621220 -0.0204 -0.0389 -0.0128 0.218
H 0.041749 -1.899718 -4.955694 -0.0015 -0.0015 -0.0096 0.202
H -4.602609 -1.558239 -4.853053 0.0053 0.0062 -0.0055 0.197
C -3.897113 -1.134562 -4.149006 -0.0281 -0.0179 -0.0029 -0.353
H 1.790394 -0.846208 -6.374496 0.0064 -0.0019 0.0015 0.194
C -0.504652 2.628073 -3.041751 -0.0262 0.0681 0.0423 -0.247
C 0.165625 3.691588 4.581835 0.0426 0.0074 -0.0119 -0.141
```
Positions in Å, forces in eV/Å.

Computed properties:
Kohn-Sham gap ... 6.00 eV
2S+1 ... 1
Total charge ... -1
HOMO ... -3.12 eV